Entry 1:
Formula: C13H30O2P
Source: OMol25
Level of theory: wB97M-V/def2-TZVPD

The HOMO energy comes out at -11.3 eV. Its charge is +1. The LUMO energy comes out at -0.090 Ha.

```
46
Properties=species:S:1:pos:R:3:forces:R:3:mulliken_charge:R:1
C 0.7856 -0.6274 -0.4885 0.4 -0.5 -0.1 -0.43
C 1.8603 -1.4850 -1.1795 -0.2 0.0 0.5 -0.77
C 1.4735 -2.9629 -1.2169 0.0 0.0 -0.1 -0.81
C 0.3670 -3.2498 -2.2591 0.1 -0.6 0.0 -0.57
P -0.7462 -4.5580 -1.6810 0.2 0.4 0.3 0.29
C 0.1633 -5.9393 -0.9585 -0.4 -0.1 -0.1 -1.04
C -1.8877 -3.9219 -0.4319 -0.2 -0.1 -0.2 -0.45
C -2.7035 -2.6871 -0.8583 0.3 -0.2 0.1 -1.24
H 0.8663 -0.7859 0.5893 -0.1 0.1 0.0 0.33
H -0.2092 -0.9586 -0.7965 -0.1 0.3 0.0 0.04
H 0.9172 0.4309 -0.7010 -0.2 0.0 0.0 0.03
H 2.0689 -1.1234 -2.1869 0.1 0.0 0.0 0.32
H 2.7745 -1.4172 -0.5876 0.1 0.1 -0.2 0.38
H 2.3426 -3.5775 -1.4567 0.0 0.0 0.0 0.40
H 1.1518 -3.2622 -0.2129 0.0 0.1 0.0 0.40
H 0.7974 -3.6139 -3.1950 0.0 0.1 0.0 0.46
H -0.2174 -2.3633 -2.5013 -0.1 0.0 0.1 0.50
H -1.4885 -5.0547 -2.7571 0.0 0.1 0.0 0.18
H 1.0912 -5.6030 -0.5046 0.0 0.0 0.0 0.36
H 0.3560 -6.7168 -1.6951 0.1 0.1 -0.1 0.40
H -0.4784 -6.3632 -0.1839 0.1 -0.1 0.0 0.39
H -1.2976 -3.7441 0.4700 0.1 0.1 -0.1 0.43
H -2.5616 -4.7489 -0.1926 0.1 0.0 0.1 0.43
H -2.9385 -2.1017 0.0272 -0.2 0.0 0.0 0.32
H -3.6188 -2.9987 -1.3541 -0.1 0.1 0.0 0.38
H -2.1458 -2.0305 -1.5235 0.0 0.0 0.0 0.30
C 1.7599 4.8710 -0.0490 -0.1 0.0 -0.1 -1.20
C 1.7636 3.3686 0.0269 -0.1 0.1 0.0 0.97
O 0.9948 2.6950 -0.6269 0.0 0.0 0.0 -0.59
C 2.7623 2.7378 0.9656 -0.1 -0.1 -0.1 -1.07
H 1.0009 5.2003 -0.7546 0.0 0.0 0.0 0.30
H 1.5447 5.2931 0.9352 0.1 0.0 0.0 0.26
H 2.7370 5.2309 -0.3753 0.0 0.0 0.1 0.38
H 2.5922 3.0938 1.9829 0.1 0.1 0.0 0.33
H 3.7763 3.0125 0.6717 0.0 0.1 0.1 0.41
H 2.6617 1.6543 0.9409 0.0 0.0 0.0 0.16
C -1.1115 3.3516 2.4332 0.2 0.0 0.0 -0.94
C -1.3685 4.8372 2.5256 0.0 0.0 0.0 0.85
O -0.4670 5.6126 2.7424 0.0 0.0 0.0 -0.55
C -2.7882 5.3019 2.3204 0.1 0.1 0.1 -1.16
H -0.0533 3.1655 2.6064 0.0 0.0 0.0 0.10
H -1.6976 2.8119 3.1786 -0.1 0.0 -0.1 0.44
H -1.3817 2.9884 1.4397 -0.1 0.0 0.0 0.29
H -3.4417 4.8515 3.0694 0.0 -0.1 -0.1 0.34
H -3.1399 5.0016 1.3319 0.0 -0.1 0.0 0.31
H -2.8345 6.3845 2.4064 0.0 0.0 0.0 0.32
```
Forces are in eV/Å.



Entry 2:
Formula: C13H31BN2O2
Source: OMol25
Level of theory: wB97M-V/def2-TZVPD

The value obtained for the energy above the lowest of the compared OMol25 structures with the same formula, charge and spin is 0.0 kcal per mole. The HOMO energy comes out at -6.2 eV. The LUMO energy comes out at -0.011 Ha.

```
49
Properties=species:S:1:pos:R:3:forces:R:3:mulliken_charge:R:1
C -2.1014 1.5247 -1.0435 0.0 0.0 0.0 -0.83
C -2.3257 2.0872 -2.4703 -0.3 0.1 -0.1 -0.47
N -2.1702 1.0977 -3.5118 0.2 0.0 0.0 -0.48
B -1.0301 1.2789 -4.5598 0.2 -0.3 -0.4 0.64
O 0.1712 1.8334 -3.8684 0.0 -0.2 0.2 -0.75
C 0.7120 0.7354 -3.1870 -0.2 0.3 0.1 0.44
C 0.1496 -0.5378 -3.8811 0.4 -0.2 0.2 -0.36
O -0.5292 -0.0787 -4.9991 -0.4 0.1 0.3 -0.65
H -2.1080 0.4339 -1.1228 0.0 0.0 0.0 0.18
H -2.8891 1.8345 -0.3478 0.1 0.0 0.0 0.42
H -1.1383 1.8490 -0.6337 0.0 0.0 0.0 0.04
H -1.6432 2.9269 -2.6290 0.0 0.0 0.0 0.23
H -3.3424 2.4982 -2.4833 0.0 0.1 0.0 0.36
H -3.0579 0.9283 -3.9616 0.0 -0.1 0.0 0.17
H -1.3431 1.9246 -5.5515 0.0 0.1 0.1 -0.26
H 1.8118 0.7626 -3.2075 0.0 0.1 0.0 0.34
H 0.3755 0.7711 -2.1329 0.2 -0.2 0.1 -0.57
H 0.9578 -1.2313 -4.1580 0.0 0.1 -0.2 0.29
H -0.4916 -1.0898 -3.1683 -0.2 0.1 -0.1 0.11
C 2.5337 -2.4100 0.0217 0.0 0.0 0.1 -1.59
C 1.7505 -1.1965 -0.4669 -0.1 0.1 -0.1 -0.09
C 1.4127 -0.0764 0.4991 0.0 0.1 -0.1 -0.79
N 0.4815 -0.3947 1.6590 0.0 0.1 -0.1 0.46
C -0.0359 0.9368 2.1595 0.0 0.0 0.0 -0.17
C -0.8309 0.8376 3.4469 0.0 -0.1 0.1 -0.74
C -0.0261 0.1450 4.5406 0.0 0.0 0.0 -0.75
C 0.4425 -1.2185 4.0472 0.0 0.1 0.0 -0.75
C 1.2326 -1.0987 2.7548 0.0 -0.1 0.0 -0.54
C -0.6597 -1.2187 1.1640 0.0 0.0 0.1 -0.92
H 1.9132 -3.1243 0.5674 0.0 0.0 0.0 0.33
H 2.9373 -2.9449 -0.8363 0.0 0.0 0.0 0.47
H 3.3724 -2.1258 0.6611 0.0 0.0 0.0 0.30
H 0.8311 -1.4979 -0.9724 0.1 -0.1 -0.1 0.22
H 2.3317 -0.6798 -1.2344 0.0 -0.1 -0.1 0.45
H 0.8946 0.6963 -0.0707 0.0 0.0 0.0 0.55
H 2.3083 0.3685 0.9356 0.0 0.0 0.1 0.38
H 0.8464 1.5635 2.3018 0.0 0.0 0.0 0.44
H -0.6321 1.3542 1.3492 0.0 0.0 0.0 0.01
H -1.1001 1.8518 3.7439 0.0 0.0 0.0 0.42
H -1.7732 0.3117 3.2788 0.0 0.0 0.0 0.31
H -0.6230 0.0392 5.4460 0.0 0.0 0.0 0.41
H 0.8424 0.7579 4.8016 0.0 0.0 0.0 0.29
H -0.4104 -1.8880 3.9125 0.0 0.0 0.0 0.32
H 1.0917 -1.6949 4.7829 0.0 0.0 0.0 0.42
H 1.5042 -2.0790 2.3724 0.1 0.1 0.0 0.32
H 2.1449 -0.5233 2.9166 0.0 0.0 0.0 0.40
H -0.2864 -2.1916 0.8578 0.0 0.0 0.0 0.39
H -1.1142 -0.7041 0.3199 0.0 0.0 0.0 0.12
H -1.3875 -1.3443 1.9581 0.0 0.0 0.0 0.49
```
Forces are in eV/Å.



Entry 3:
Formula: C13H31CuN2O7
Source: OMol25
Level of theory: wB97M-V/def2-TZVPD

The value obtained for the energy above the lowest of the compared OMol25 structures with the same formula, charge and spin is 355.0 kcal per mole. The HOMO energy comes out at -5.3 eV. The LUMO energy comes out at 0.024 Ha.

```
54
Properties=species:S:1:pos:R:3:forces:R:3:mulliken_charge:R:1
Cu -0.3750 -0.5479 -0.0479 -1.7 4.7 5.8 -0.66
O -3.4723 -2.1034 -0.1868 0.3 0.3 0.3 -0.62
C -2.1547 -1.8193 -0.0722 -0.4 -5.8 5.5 0.68
O -1.6854 -1.1883 -0.9586 -3.6 1.2 -8.3 -0.53
O -1.4702 -2.2032 0.8965 -1.0 -2.4 0.3 -0.63
H -3.3377 -1.4871 -0.9104 -3.1 0.4 -2.0 0.39
C -3.1926 3.1498 3.6090 0.4 0.0 -1.0 -0.85
O -2.9215 2.2401 2.5345 0.0 0.0 1.4 -0.28
C -2.8768 0.8411 2.9022 -1.6 0.8 -1.2 -1.22
C -2.3182 0.1270 1.6582 -2.5 -0.4 2.4 -1.72
N -0.9933 0.5127 1.3527 -3.5 6.4 -0.7 1.22
C -1.0187 1.7632 0.5102 0.9 0.0 0.1 -0.79
C 0.2336 1.9036 -0.4092 0.2 0.0 -0.6 -0.93
O 0.0846 1.0454 -1.6069 -0.8 6.6 -1.2 -0.15
C 0.8065 1.5856 -2.7322 -2.8 4.7 -2.0 -1.12
H -3.1490 4.1516 3.1819 0.5 0.0 0.0 0.25
H -2.4139 3.0044 4.3578 -0.3 0.2 0.4 0.36
H -4.2104 3.1384 3.9990 -0.1 -0.8 0.3 0.30
H -3.8849 0.5730 3.2183 -0.7 -0.4 -0.9 0.60
H -2.4325 0.5315 3.8482 1.5 0.8 0.0 0.36
H -2.9175 0.2219 0.7526 -0.5 0.4 0.4 0.50
H -2.3656 -0.9270 1.9319 -0.1 0.4 -0.1 0.69
H -0.6715 1.0068 2.1728 0.9 -1.2 0.5 0.59
H -1.1469 2.5218 1.2822 0.4 1.0 -0.9 0.74
H -1.9101 1.7811 -0.1169 0.2 0.0 -0.2 0.28
H 1.2736 1.6632 -0.1887 -0.3 -0.6 1.8 0.19
H 0.4452 2.9632 -0.5529 -1.0 0.5 -1.1 0.63
H 1.8698 1.8196 -2.6791 0.3 0.2 0.8 0.41
H 0.4523 2.5019 -3.2045 -1.1 0.6 0.7 0.51
H 0.6941 0.7848 -3.4631 -0.6 3.2 -1.4 0.42
C -0.0257 -1.3033 3.0642 1.7 -0.4 -0.1 -0.97
O 0.4412 -0.7919 1.7956 2.7 -2.2 3.9 0.02
C 1.5595 -1.3619 1.3125 2.4 -1.7 -1.4 -1.07
C 1.9409 -0.8582 -0.1196 1.4 -0.9 0.1 -0.91
N 0.8185 -0.9661 -1.0714 8.8 -3.4 -5.1 0.61
C 1.1865 -0.5493 -2.4741 0.9 -4.9 1.0 -0.73
C 2.0996 -1.4723 -3.2634 0.0 1.3 0.3 -1.10
O 3.4092 -1.1135 -2.8465 0.4 -0.1 -0.6 -0.30
C 4.3553 -1.4168 -3.8570 1.4 -1.3 1.6 -0.91
H -1.0941 -1.5192 3.0682 0.4 0.6 0.0 0.31
H 0.4218 -0.6211 3.7870 -0.9 0.3 0.5 0.28
H 0.4538 -2.2474 3.3230 0.1 -0.4 -0.4 0.39
H 1.4092 -2.4384 1.2314 -0.2 -0.5 -0.3 0.55
H 2.4537 -1.3118 1.9338 0.3 0.6 0.4 0.37
H 2.7789 -1.4693 -0.4551 0.3 -0.7 0.2 0.47
H 2.4661 0.0959 -0.1636 -0.8 0.6 0.2 0.32
H 0.5132 -1.9248 -0.9831 0.5 -1.1 -1.1 0.49
H 1.6040 0.4542 -2.5567 2.5 -4.4 1.8 0.04
H 0.3191 -0.3832 -3.1129 -0.8 -2.0 1.0 0.74
H 2.0958 -1.1603 -4.3078 -0.7 -0.1 -0.4 0.50
H 1.7819 -2.5136 -3.2078 0.6 -0.4 0.2 0.34
H 4.6087 -2.4638 -3.6907 -0.3 -0.6 -0.9 0.36
H 5.3358 -1.0254 -3.5858 -0.2 1.0 0.0 0.28
H 4.1259 -1.1941 -4.8991 -0.5 0.2 0.2 0.32
```
Forces are in eV/Å.



Entry 4:
Formula: C13H31N2O6PS2
Source: OMol25
Level of theory: wB97M-V/def2-TZVPD

The SMILES is CCCN[C@H]1OS(=O)(=O)C[C@H](O)[C@@H]1[PH2]=S.COCCNCCOC. The HOMO energy comes out at -8.3 eV. The LUMO energy comes out at -0.010 Ha.

```
55
Properties=species:S:1:pos:R:3:forces:R:3:mulliken_charge:R:1
C -1.5839 3.4952 -1.8482 -0.4 0.5 -0.8 -0.79
C 0.0262 3.2137 -1.9114 0.0 -0.8 -0.8 -0.36
C 0.7539 2.9257 -0.4736 1.6 0.2 -1.4 -0.41
N 0.0692 3.5074 0.7362 -0.4 -2.0 0.0 -0.38
C -0.9456 2.5881 1.3658 -2.3 0.4 -0.1 0.27
O -0.3860 1.2417 1.7223 -2.1 0.7 0.2 -0.43
S -1.6292 0.1620 2.1626 2.5 -8.4 0.0 1.31
O -1.8839 -0.8193 0.9649 0.1 5.1 3.6 -0.64
O -1.0583 -0.7317 3.3298 -2.0 4.5 -3.6 -0.68
C -3.2063 0.9675 2.7672 -1.4 1.2 -0.1 -0.84
C -3.1567 2.6200 2.8245 -0.1 1.0 1.9 0.00
O -4.0526 3.2646 1.8438 2.3 -0.3 0.3 -0.51
C -1.6063 3.1508 2.7759 0.8 -1.8 -0.7 -0.50
P -1.3706 5.0117 3.0905 -1.9 0.2 1.9 0.11
S -3.0350 5.7428 3.8856 0.5 -0.1 -0.4 -0.37
H -1.9166 3.9026 -2.9152 0.7 -0.9 2.3 0.33
H -2.2345 2.5147 -1.6568 1.6 2.2 -0.2 0.20
H -1.8900 4.3542 -1.0779 0.7 -1.9 -1.6 0.16
H 0.6170 4.0624 -2.5056 -1.6 -1.6 1.4 0.30
H 0.1722 2.2293 -2.5705 -0.3 2.2 1.4 0.25
H 0.9842 1.7787 -0.4230 -0.7 2.3 0.5 0.07
H 1.8207 3.4601 -0.5373 -2.3 -1.2 0.2 0.32
H -0.3210 4.4311 0.4519 0.0 -1.3 0.6 0.26
H -1.8795 2.3374 0.6668 2.0 0.7 1.1 0.11
H -4.0712 0.6322 2.0345 2.0 0.6 1.3 0.37
H -3.4296 0.5151 3.8427 0.9 0.9 -2.4 0.37
H -3.5755 2.9055 3.9058 0.9 -0.6 -2.4 0.30
H -3.6261 4.1179 1.5210 -0.9 -1.5 0.9 0.38
H -1.0323 2.5830 3.6542 -1.1 1.4 -1.8 0.49
H -1.1142 5.8199 1.9288 0.6 -0.9 0.5 0.09
H -0.3614 5.1548 4.1433 -0.1 -0.3 -1.6 0.15
C 3.6524 -4.3016 -3.5511 -0.3 -0.3 0.1 -0.72
O 3.3016 -4.9819 -2.3529 0.4 0.4 -0.1 -0.34
C 3.9211 -4.4181 -1.1897 -0.5 -0.2 0.4 -0.79
C 2.8604 -3.7927 -0.2727 0.2 0.2 -0.7 -0.20
N 2.2963 -2.5779 -0.8705 0.1 -0.2 0.1 -0.28
C 1.1176 -2.0693 -0.1589 -0.2 -0.2 -0.3 -0.47
C -0.1474 -2.9502 -0.1745 -0.2 0.6 0.3 -0.41
O -0.7369 -3.0871 -1.4681 0.3 -0.4 0.3 -0.40
C -0.2035 -4.1478 -2.2462 -0.4 0.3 -0.3 -0.58
H 3.2276 -4.8543 -4.3932 0.0 0.0 0.2 0.24
H 3.2343 -3.2909 -3.5581 0.2 0.1 -0.1 0.31
H 4.7384 -4.2598 -3.6736 0.0 0.1 0.0 0.34
H 4.7059 -3.6943 -1.4480 -0.3 0.0 -0.1 0.40
H 4.4017 -5.2454 -0.6573 0.0 0.1 0.0 0.39
H 3.3192 -3.5424 0.6901 -0.1 0.0 -0.1 0.36
H 2.0828 -4.5429 -0.1019 0.1 -0.2 0.1 0.19
H 2.0283 -2.7752 -1.8326 0.1 0.0 0.3 0.13
H 0.8654 -1.1091 -0.6236 -0.1 -0.1 0.1 0.10
H 1.3940 -1.8508 0.8801 0.0 -0.1 -0.1 0.42
H -0.8988 -2.4446 0.4423 0.3 -0.2 -0.3 0.26
H 0.0128 -3.9282 0.2919 0.2 -0.1 -0.2 0.35
H 0.1331 -4.9899 -1.6372 0.1 0.1 0.0 0.29
H 0.6088 -3.7795 -2.8759 0.2 -0.2 0.0 0.17
H -0.9924 -4.5051 -2.9170 0.0 0.1 0.1 0.29
```
Forces are in eV/Å.



What are the calculated total energy values for these records? In order: -1004.92803 -798.73423 -2789.99317 -2212.32034 hartree.